(1)
271
Properties=species:S:1:pos:R:3:forces:R:3 method="wB97M-V/def2-TZVPD" gap_ev=4.7 total_charge=+7 homo_energy_ev=-18.54 mol_weight_g_mol=2016.39 energy_ev=-206914.8782
C -2.107 -2.311 -3.256 -1.43 -0.64 -1.06
C -2.468 -3.758 -3.552 3.90 -3.01 3.68
O -1.880 -4.693 -2.933 -3.41 3.49 -3.45
N -3.487 -4.100 -4.638 -0.16 0.65 1.52
H -3.749 -3.312 -5.212 0.02 0.67 -0.01
H -3.085 -4.765 -5.284 0.47 -0.56 -0.04
C -4.783 -4.744 -4.104 1.02 -1.66 -0.72
H -3.026 -1.792 -2.982 -0.05 0.14 0.22
H -1.827 -1.877 -4.216 0.40 0.28 0.02
H -1.348 -2.192 -2.483 -0.12 -0.33 -0.24
H -5.530 -4.104 -3.635 0.34 0.37 -0.27
H -4.433 -5.536 -3.442 -0.12 0.27 0.28
H -5.036 -5.284 -5.017 -1.23 0.20 0.27
C -5.042 0.162 1.386 0.07 -1.27 1.02
C -5.598 0.686 0.103 0.03 2.19 2.20
O -6.258 1.684 0.174 0.16 -1.07 -2.02
N -5.051 0.121 -1.197 -1.43 1.41 -1.15
H -4.064 0.336 -1.184 0.44 0.02 0.11
H -5.128 -0.886 -1.197 -0.55 -1.08 -0.08
C -5.659 0.725 -2.496 -0.40 0.13 1.06
H -3.974 0.307 1.547 0.16 -0.20 -0.74
H -5.304 -0.873 1.606 0.25 -0.30 -0.44
H -5.470 0.678 2.245 -0.43 0.38 -0.51
H -4.977 0.707 -3.345 0.28 -0.35 0.49
H -5.899 1.762 -2.261 0.12 -0.10 0.12
H -6.599 0.239 -2.756 0.21 -0.33 0.37
C -1.251 -1.042 2.394 0.41 1.34 -1.36
C -0.507 -1.342 1.094 -1.42 -2.81 0.45
O -0.813 -2.379 0.504 1.92 3.23 0.06
N 0.646 -0.393 0.696 -1.04 -1.17 -2.16
H 0.462 0.539 1.041 0.23 0.24 0.61
H 1.494 -0.822 1.038 0.83 0.12 1.24
C 1.007 -0.336 -0.797 -2.02 -0.41 0.14
H -2.195 -1.582 2.318 0.30 -0.24 0.52
H -1.470 0.026 2.393 -0.10 0.23 0.12
H -0.649 -1.200 3.289 -0.02 -0.43 -0.10
H 1.919 0.186 -1.086 0.04 -0.25 0.92
H 0.160 0.181 -1.250 0.15 -0.10 -0.27
H 0.995 -1.383 -1.101 0.23 0.22 -0.21
C 11.567 5.820 -0.356 -0.31 0.58 0.44
N 10.373 5.286 0.333 -0.51 -1.49 0.52
C 9.672 6.109 1.141 -0.41 -1.41 0.29
C 8.677 5.554 1.949 0.73 0.94 -0.35
C 8.269 4.233 1.800 0.51 0.69 -0.01
C 8.860 3.452 0.816 1.13 0.85 -0.11
C 10.022 3.962 0.217 -1.61 0.74 -0.60
C 7.190 3.741 2.640 -2.94 0.20 1.84
C 6.056 3.179 2.044 1.45 -0.29 -0.05
C 5.029 2.626 2.793 1.25 0.30 -0.39
N 5.068 2.699 4.133 1.14 1.69 -0.42
C 6.057 3.401 4.797 1.15 -0.10 -1.89
C 7.088 3.982 4.056 0.41 -0.93 -1.94
C 3.945 2.176 4.867 -0.48 -0.57 0.39
H 11.226 6.318 -1.264 0.34 -0.42 -0.26
H 12.301 5.021 -0.462 -0.10 0.29 -0.30
H 11.925 6.605 0.309 0.46 -0.19 -0.18
H 9.935 7.157 1.124 0.10 -0.01 0.22
H 8.224 6.212 2.676 -0.19 -0.02 0.00
H 8.443 2.506 0.505 0.31 -0.36 0.12
H 10.482 3.353 -0.547 0.64 0.24 0.10
H 6.123 3.103 0.969 -0.71 -0.34 -0.07
H 4.276 2.058 2.267 -0.53 0.06 0.47
H 6.190 3.387 5.869 -0.94 -0.04 0.17
H 7.939 4.540 4.419 -0.26 -0.14 1.07
H 3.063 2.223 4.230 0.10 0.00 0.11
H 3.825 2.830 5.731 -0.15 -0.61 0.21
H 4.191 1.130 5.053 -0.44 0.03 0.65
C -1.227 -0.090 -7.228 -0.70 0.48 -0.88
N -2.055 0.992 -6.620 0.35 1.12 0.41
C -2.842 1.751 -7.490 0.54 -0.23 2.19
C -3.472 2.882 -6.996 0.67 -0.97 -0.34
C -3.254 3.288 -5.663 0.21 0.34 -1.86
C -2.400 2.570 -4.882 1.31 -2.11 1.35
C -1.807 1.367 -5.317 -1.04 0.91 -2.96
C -3.772 4.605 -5.281 -0.21 1.04 -0.17
C -3.711 5.694 -6.224 -2.10 -0.49 1.73
C -4.508 6.822 -5.929 2.02 -0.77 -0.64
N -4.975 7.062 -4.698 1.17 -4.55 -0.04
C -4.837 6.081 -3.734 -1.22 -1.33 -1.06
C -4.382 4.754 -4.032 0.33 3.20 -0.58
C -5.721 8.226 -4.501 -0.32 3.04 1.30
H -1.889 -0.432 -8.023 0.45 -0.74 0.04
H -0.895 -0.865 -6.538 -0.33 0.25 0.10
H -0.351 0.358 -7.697 0.04 0.03 0.19
H -2.883 1.435 -8.522 -0.09 -0.12 0.02
H -4.050 3.470 -7.694 -0.21 -0.02 0.11
H -2.085 2.833 -3.884 -0.32 0.48 0.19
H -1.006 0.791 -4.879 -0.23 0.12 0.73
H -3.273 5.533 -7.198 -0.04 0.28 -0.01
H -4.700 7.609 -6.643 0.09 -0.03 -0.19
H -5.400 6.243 -2.827 0.31 0.38 0.26
H -4.441 3.956 -3.307 -0.02 0.06 0.18
H -5.740 8.392 -3.424 -0.63 0.19 -0.12
H -6.697 8.284 -4.982 -0.05 -0.59 0.20
H -5.134 9.051 -4.904 -0.10 0.14 0.00
C 2.796 2.811 -1.781 0.17 -0.70 -0.22
N 2.860 3.671 -2.973 -0.96 0.58 -1.67
C 4.081 4.183 -3.413 -2.59 1.41 -0.30
C 4.041 5.264 -4.330 -0.21 -0.52 0.90
C 2.828 5.650 -4.907 0.44 0.89 -1.69
C 1.720 4.888 -4.697 -1.76 -1.64 2.34
C 1.659 3.949 -3.636 3.28 1.15 -1.21
C 2.605 6.870 -5.824 1.10 -0.01 1.03
C 1.694 6.926 -6.850 -1.70 0.01 -1.01
C 1.283 8.127 -7.436 1.72 -0.22 0.40
N 1.986 9.234 -7.172 0.31 -0.84 0.39
C 2.995 9.225 -6.256 -1.23 -0.20 -0.60
C 3.266 8.078 -5.563 0.71 0.10 0.27
C 1.750 10.459 -7.911 -0.33 0.89 0.43
H 3.160 3.334 -0.897 -0.16 -0.01 -0.18
H 3.416 1.938 -1.984 0.08 0.00 0.17
H 1.762 2.486 -1.664 0.14 0.23 0.23
H 4.971 3.825 -2.916 0.08 -0.18 0.12
H 4.907 5.886 -4.505 0.36 -0.44 -0.10
H 0.749 5.104 -5.116 0.14 0.18 -0.38
H 0.711 3.472 -3.435 0.37 -0.34 0.79
H 1.196 6.094 -7.326 0.04 -0.55 0.61
H 0.500 8.200 -8.176 0.09 -0.06 -0.06
H 3.465 10.182 -6.082 0.26 -0.08 -0.02
H 4.078 8.175 -4.858 -0.10 -0.28 0.32
H 1.022 10.306 -8.708 0.35 0.00 -0.02
H 2.727 10.808 -8.248 -0.34 0.18 -0.33
H 1.333 11.141 -7.170 0.04 0.43 -0.34
C -3.131 2.635 4.653 0.78 0.02 0.89
C -1.978 3.105 5.680 -2.55 -0.66 -1.69
C -1.513 1.921 6.549 0.02 1.37 -0.49
O -0.798 1.049 5.739 -0.80 0.66 -0.46
C -0.318 -0.074 6.413 2.31 -1.37 -0.47
N -0.766 3.757 4.927 -1.07 -1.26 0.14
H -0.950 4.575 4.364 -0.55 1.07 0.74
H 0.004 3.867 5.572 0.36 0.43 0.16
H -0.441 3.183 4.163 0.35 -1.43 -0.04
H -4.092 2.554 5.161 0.25 0.02 0.69
H -2.907 1.617 4.336 0.16 0.16 -0.39
H -3.424 3.290 3.832 0.79 0.16 -0.20
H -2.441 3.848 6.329 0.53 0.30 -0.10
H -2.322 1.400 7.063 -0.50 0.27 -0.23
H -0.992 2.458 7.342 1.04 -0.64 0.44
H -0.985 -0.791 6.893 -0.60 0.86 0.55
H 0.562 0.242 6.972 -0.36 -0.36 0.89
H 0.142 -0.733 5.676 0.05 0.16 -0.45
C -5.372 -0.034 6.720 -1.41 -0.36 -0.45
C -6.149 -1.135 7.511 0.21 -0.69 0.51
C -7.520 -1.679 6.887 -0.07 -0.17 0.99
O -8.095 -2.800 7.603 1.06 0.15 -0.37
C -8.747 -2.449 8.845 -0.05 -0.23 -0.02
N -5.178 -2.373 7.648 -0.24 0.24 -0.04
H -4.273 -2.286 8.089 0.34 1.32 0.47
H -5.508 -3.201 8.123 -1.34 -0.17 0.10
H -4.895 -2.676 6.727 -0.33 -0.39 -0.78
H -5.399 -0.266 5.655 0.48 -0.47 0.00
H -4.349 0.156 7.048 -0.16 -0.32 0.14
H -5.913 0.912 6.703 -0.20 0.02 0.74
H -6.336 -0.855 8.548 0.12 0.21 -0.11
H -7.321 -1.908 5.840 -0.09 -0.68 0.10
H -8.337 -0.959 6.882 0.60 0.88 0.05
H -9.820 -2.276 8.773 0.04 0.95 -0.84
H -8.180 -1.635 9.298 -0.49 0.02 0.36
H -8.835 -3.300 9.520 1.10 -0.31 -0.14
C -0.485 -4.108 5.413 1.35 0.16 -1.71
C 0.379 -4.941 4.409 -0.35 -0.19 -0.46
C -0.262 -5.223 2.930 0.60 1.15 -0.33
O 0.752 -5.521 1.934 0.72 -0.62 0.91
C 0.307 -5.718 0.580 -0.36 -0.27 1.38
N 1.817 -4.377 4.317 -2.25 -0.83 -1.57
H 2.216 -4.407 5.244 0.82 -0.01 0.97
H 2.204 -4.962 3.590 0.99 -0.69 0.27
H 1.896 -3.471 3.878 -0.36 0.90 0.48
H -1.503 -4.496 5.382 0.12 0.31 0.38
H -0.412 -3.078 5.064 -0.74 0.18 -0.28
H 0.013 -4.009 6.378 -0.25 -0.79 0.25
H 0.574 -5.913 4.862 -0.14 -0.13 -0.17
H -0.812 -4.408 2.460 -0.02 0.94 0.76
H -1.058 -5.966 2.986 0.44 -0.77 0.40
H 0.031 -4.740 0.187 -0.25 -0.19 -0.40
H -0.495 -6.455 0.604 -0.60 0.30 -0.17
H 1.052 -6.239 -0.021 0.53 0.48 0.30
C 1.509 -4.180 -2.756 0.22 -0.83 1.11
C 2.091 -4.175 -4.128 -0.72 0.33 -1.53
C 0.999 -4.139 -5.299 2.14 -0.01 0.33
O 1.761 -4.304 -6.461 0.70 -0.04 -0.13
C 1.063 -4.539 -7.674 0.06 -0.05 0.11
N 3.114 -3.045 -4.235 -1.50 0.31 -0.57
H 3.882 -3.146 -3.587 0.24 -0.03 0.28
H 3.446 -2.848 -5.168 0.46 -0.76 -0.81
H 2.622 -2.174 -4.096 -0.10 0.68 0.85
H 0.966 -3.325 -2.353 0.09 0.38 -0.62
H 2.335 -4.380 -2.073 -0.06 0.06 0.38
H 0.832 -5.029 -2.659 0.01 -0.06 -0.08
H 2.722 -5.049 -4.288 -0.45 -0.27 -0.04
H 0.458 -3.195 -5.357 -0.17 0.29 0.35
H 0.310 -4.968 -5.135 -0.07 -0.21 0.16
H 0.404 -3.690 -7.857 -0.47 -0.16 -0.14
H 0.580 -5.516 -7.632 -0.51 0.13 0.03
H 1.746 -4.603 -8.521 0.33 0.19 0.37
C 7.493 -3.451 0.336 0.36 -0.11 0.62
C 6.482 -2.500 -0.252 -1.12 0.47 0.31
C 5.331 -3.146 -1.180 1.49 0.00 1.15
O 4.309 -3.922 -0.566 0.26 0.82 1.08
C 4.630 -5.179 0.129 0.05 1.02 -1.25
N 5.776 -1.717 0.838 0.40 -0.48 0.35
H 6.424 -1.182 1.399 0.60 0.13 0.11
H 5.110 -1.033 0.507 -0.43 0.20 -0.57
H 5.295 -2.318 1.491 -0.58 -0.43 0.43
H 7.111 -4.101 1.123 -0.15 -0.23 -0.33
H 8.308 -2.923 0.832 0.01 0.34 -0.10
H 7.985 -4.019 -0.454 -0.26 -0.19 0.03
H 7.046 -1.654 -0.645 -0.22 -0.48 -1.48
H 5.908 -3.766 -1.866 -0.06 0.01 -0.49
H 4.829 -2.305 -1.658 0.00 -0.08 -0.20
H 3.689 -5.481 0.589 0.11 -0.23 -0.33
H 5.382 -5.112 0.915 -0.04 0.26 -0.19
H 4.980 -5.792 -0.701 -0.04 -0.81 0.56
C -4.182 -5.795 -0.021 0.85 1.90 0.61
C -4.077 -6.726 1.180 -0.56 -0.88 0.53
C -4.175 -6.160 2.671 0.04 -0.10 -0.86
O -4.188 -7.226 3.607 0.19 -0.54 -0.53
C -4.276 -6.796 4.995 -0.49 1.05 -0.77
N -5.161 -7.810 0.995 -0.21 0.07 0.68
H -5.533 -7.890 0.059 0.38 -0.07 -0.65
H -4.795 -8.699 1.305 0.12 -0.54 0.03
H -6.000 -7.684 1.542 -0.32 0.50 0.76
H -4.800 -4.914 0.150 -0.69 -0.28 0.12
H -4.398 -6.184 -1.016 -0.27 -0.70 0.39
H -3.221 -5.300 -0.157 0.42 -0.20 0.11
H -3.175 -7.332 1.104 0.14 0.17 0.08
H -5.036 -5.497 2.753 -0.51 -0.13 0.05
H -3.339 -5.477 2.824 0.36 -0.06 -0.03
H -5.206 -6.231 5.046 0.12 0.32 0.38
H -3.418 -6.160 5.211 -0.05 0.14 0.09
H -4.337 -7.569 5.761 0.19 -0.61 -0.85
B 6.052 1.138 -1.206 2.60 -0.98 -1.67
F 6.208 2.319 -1.930 -0.50 0.64 -0.39
F 5.632 0.060 -1.953 -0.80 -0.63 -1.24
F 7.312 0.772 -0.711 1.17 0.07 0.61
F 5.241 1.261 -0.179 -2.77 0.92 3.01
B 3.106 -1.592 2.546 1.35 1.50 1.43
F 3.038 -1.329 1.191 -0.25 -0.08 -1.86
F 4.080 -2.523 2.786 0.46 -1.52 0.06
F 3.507 -0.419 3.167 0.25 1.01 0.21
F 1.885 -1.932 3.032 -1.72 -0.74 0.11
B 1.649 -0.099 -4.716 0.93 -0.03 0.07
F 0.890 -0.482 -3.631 -1.44 -0.73 0.82
F 1.671 -1.094 -5.688 -0.50 -0.63 -0.60
F 1.136 1.071 -5.230 -0.42 1.05 -0.51
F 2.934 0.025 -4.235 1.05 0.45 0.17
B 2.474 -2.971 7.617 0.85 1.07 2.71
F 2.365 -4.235 7.162 -0.48 -2.81 -1.89
F 3.378 -2.981 8.676 -0.22 0.16 0.21
F 2.895 -2.112 6.674 1.54 1.54 -3.01
F 1.231 -2.475 7.935 -2.05 0.12 0.95
B -2.391 1.662 -1.501 1.24 -0.07 1.27
F -2.435 1.166 -0.193 0.39 -0.82 0.30
F -3.400 2.561 -1.572 -1.25 1.29 -1.04
F -1.141 2.281 -1.709 -0.27 -0.49 -0.81
F -2.662 0.565 -2.385 0.67 0.30 -0.34
B -4.087 -2.611 4.634 -0.33 0.31 -0.84
F -4.952 -3.514 5.215 -0.96 -0.98 0.51
F -3.163 -3.251 3.883 1.26 -1.30 -1.72
F -4.817 -1.721 3.852 -0.19 0.60 -0.22
F -3.389 -1.984 5.627 0.72 1.35 1.54
B 1.301 2.635 1.672 2.54 2.56 -2.91
F 0.489 3.348 0.859 -1.57 1.00 -1.36
F 2.127 1.857 0.818 0.83 -0.46 -0.18
F 2.026 3.518 2.419 1.63 1.14 1.07
F 0.661 1.864 2.464 -3.37 -3.92 3.62
B -6.897 -2.774 -0.946 -1.50 -0.38 0.29
F -7.364 -4.054 -1.287 -0.05 0.63 -0.05
F -5.895 -2.411 -1.832 2.04 0.60 -2.88
F -7.824 -1.721 -0.963 0.05 -0.56 0.03
F -6.197 -2.812 0.222 0.38 -0.20 2.25

=====

(2)
58
Properties=species:S:1:pos:R:3:forces:R:3 method="wB97M-V/def2-TZVPD" gap_ev=10.3 homo_energy_ev=-9.72 mol_weight_g_mol=325.73 energy_ev=-36985.9511
H -0.264 3.884 0.582 0.01 0.08 0.00
N 0.037 2.967 0.910 -0.12 -0.37 -0.06
C -0.838 2.090 0.606 0.06 0.40 -0.03
C -2.106 2.440 -0.147 0.22 -0.02 0.00
C -0.592 0.662 1.031 -0.06 -0.20 0.11
B 0.604 -0.041 0.276 0.15 -0.06 0.03
C 0.560 -0.516 -1.230 -0.25 0.33 -0.12
Cl 2.236 -0.865 -1.820 0.11 -0.07 -0.02
C -0.142 0.466 -2.176 0.19 -0.15 0.16
C -0.126 0.068 -3.645 -0.17 0.35 0.06
H -2.518 3.375 0.231 -0.06 -0.02 0.06
H -1.881 2.604 -1.200 -0.02 -0.03 -0.03
H -2.862 1.661 -0.093 -0.06 0.00 0.04
H -0.330 0.684 2.090 0.03 -0.01 0.01
H -1.501 0.062 0.929 -0.07 0.06 -0.10
H 1.588 -0.269 0.893 0.07 -0.02 -0.01
H 0.039 -1.477 -1.298 0.00 -0.05 0.13
H 0.316 1.451 -2.048 -0.03 0.03 -0.09
H -1.168 0.552 -1.812 -0.04 -0.04 -0.05
H -0.744 0.763 -4.217 0.03 -0.01 -0.04
H -0.531 -0.932 -3.800 0.09 -0.10 0.03
H 0.886 0.124 -4.037 0.00 -0.16 -0.08
C -3.994 1.959 -4.596 0.08 -0.06 0.07
C -4.827 2.515 -3.452 0.01 0.15 -0.23
C -5.989 3.356 -3.957 -0.04 0.02 0.11
O -4.009 3.277 -2.562 -0.04 -0.12 0.06
H -3.562 2.774 -5.184 -0.05 0.02 -0.03
H -3.171 1.355 -4.212 -0.02 -0.02 0.01
H -4.598 1.341 -5.262 -0.01 0.01 -0.01
H -5.211 1.690 -2.851 0.03 0.01 0.07
H -5.618 4.213 -4.526 0.02 -0.03 -0.05
H -6.575 3.740 -3.123 0.00 -0.03 0.01
H -6.646 2.774 -4.606 0.01 0.00 -0.01
H -3.654 4.023 -3.057 0.00 0.05 -0.02
C 1.185 -0.019 5.457 -0.10 -0.01 -0.07
C 2.144 -0.616 4.437 0.10 0.20 0.18
C 3.524 -0.845 5.034 0.04 -0.05 -0.08
O 2.227 0.218 3.283 -0.06 -0.17 0.05
H 1.550 0.955 5.796 0.05 -0.02 0.03
H 0.200 0.134 5.014 0.00 -0.03 -0.01
H 1.078 -0.667 6.328 0.01 0.01 0.01
H 1.743 -1.565 4.076 0.00 0.01 -0.07
H 3.956 0.105 5.361 -0.04 0.01 0.05
H 4.195 -1.275 4.291 -0.01 -0.02 -0.01
H 3.479 -1.515 5.893 0.00 0.01 0.01
H 2.582 1.070 3.556 -0.01 0.07 -0.04
C 2.685 -5.032 0.074 0.05 -0.08 -0.05
C 3.762 -4.302 0.862 -0.22 0.15 -0.11
C 3.175 -3.176 1.697 0.03 0.06 0.03
O 4.763 -3.793 -0.017 0.08 -0.12 0.06
H 2.189 -4.342 -0.614 -0.02 0.04 0.04
H 3.123 -5.835 -0.519 0.01 -0.01 0.02
H 1.930 -5.460 0.736 0.00 0.01 0.00
H 4.279 -5.010 1.512 0.08 0.00 -0.03
H 2.696 -2.439 1.046 -0.03 -0.01 0.02
H 3.957 -2.660 2.254 0.01 -0.02 0.01
H 2.429 -3.549 2.403 0.00 -0.01 -0.01
H 4.339 -3.155 -0.601 -0.01 0.06 -0.01